i) ORCA calculation (the ωB97M-V functional and the def2-TZVPD basis) on 2 unconnected molecules or ions with the total composition C4H10NO.

Geometry as ORCA input:
```
! RIJCOSX wB97M-V def2-TZVPD def2/J DEFGRID3
* xyz 1 1
C -3.24 0.71 -0.25
C -2.03 0.68 0.21
C 2.45 0.63 0.01
C 1.29 -1.47 0.28
N 1.68 -0.50 -0.42
O -1.17 -0.42 0.14
H -3.72 1.60 -0.16
H -3.68 -0.08 -0.79
H -1.55 1.58 0.54
H 3.28 0.72 -0.63
H 1.73 1.54 -0.12
H 2.86 0.57 1.13
H 1.64 -1.59 1.27
H 0.76 -2.43 0.09
H -1.59 -1.22 0.08
H 1.28 -0.30 -1.39
*
```

Computed properties:
HOMO-LUMO gap   0.2944 Eh



ii) ORCA calculation (the ωB97M-V functional and the def2-TZVPD basis) on a gas-phase ion, C4H10NO (charge +1).

Geometry as ORCA input:
```
! RIJCOSX wB97M-V def2-TZVPD def2/J DEFGRID3
* xyz 1 1
C -1.50 0.51 -1.33
O -1.17 0.17 0.04
N 0.11 -0.03 0.45
C 0.83 1.21 0.89
C 0.86 -1.25 -0.32
C 0.39 -1.39 1.09
H -0.81 1.23 -1.53
H -2.51 0.86 -1.26
H -1.56 -0.32 -2.18
H 0.37 1.94 0.17
H 0.56 1.57 1.94
H 1.88 1.18 0.70
H 1.79 -0.87 -0.66
H 0.15 -1.52 -1.13
H -0.50 -1.88 1.33
H 1.10 -1.42 1.81
*
```

Computed properties:
HOMO-LUMO gap   0.4745 Eh



iii) ORCA calculation (the ωB97M-V functional and the def2-TZVPD basis) on 2 unconnected molecules or ions with the total composition C4H10NO.

Geometry as ORCA input:
```
! RIJCOSX wB97M-V def2-TZVPD def2/J DEFGRID3
* xyz 1 1
C 1.17 0.05 1.88
C 0.63 -0.31 0.51
C 1.28 -0.91 -0.52
C -1.64 0.59 0.88
N -0.68 0.26 0.15
H 1.10 0.98 2.34
H 2.24 -0.10 1.86
H 0.87 -0.61 2.64
H 0.81 -0.86 -1.52
H 2.22 -1.57 -0.58
H -2.60 0.79 0.62
H -1.30 0.89 1.86
H -0.93 0.38 -0.92
H -0.60 0.28 -3.66
H -1.70 -0.16 -2.87
O -0.86 0.29 -2.68
*
```

Computed properties:
HOMO-LUMO gap   0.3491 Eh



iv) ORCA calculation (the ωB97M-V functional and the def2-TZVPD basis) on a gas-phase ion, C4H10NO (charge +1).

Geometry as ORCA input:
```
! RIJCOSX wB97M-V def2-TZVPD def2/J DEFGRID3
* xyz 1 1
C 2.00 0.54 0.10
C 0.71 -0.13 -0.39
O 0.58 -1.44 0.23
C -0.59 0.56 -0.14
C -1.83 -0.10 -0.61
N -1.48 -0.01 0.82
H 1.86 1.26 0.85
H 2.43 1.04 -0.75
H 2.51 -0.27 0.43
H 0.69 -0.03 -1.47
H 1.35 -2.02 0.25
H -0.67 1.69 -0.07
H -2.69 0.42 -1.01
H -1.67 -1.09 -0.99
H -2.02 0.50 1.47
H -1.17 -0.91 1.27
*
```

Computed properties:
HOMO-LUMO gap   0.4403 Eh



Most favorable structure: iv). The second most favorable one is 0.561 eV above it.



i) ORCA calculation (the ωB97M-V functional and the def2-TZVPD basis) on 2 unconnected molecules or ions with the total composition C4H10NO.

Geometry as ORCA input:
```
! RIJCOSX wB97M-V def2-TZVPD def2/J DEFGRID3
* xyz 1 1
C -2.67 0.31 -0.66
C -1.25 -0.01 -0.42
C -0.33 0.88 -0.10
N 1.04 0.50 0.18
C 1.98 1.35 0.01
H -2.77 0.80 -1.63
H -3.27 -0.57 -0.84
H -3.32 0.73 0.16
H -0.92 -1.08 -0.46
H -0.51 1.92 0.11
H 1.17 -0.40 0.69
H 2.98 1.12 0.37
H 1.73 2.36 -0.28
H 1.67 -2.82 0.24
H 0.72 -2.80 1.45
O 1.11 -2.25 0.76
*
```

Computed properties:
HOMO-LUMO gap   0.3464 Eh



ii) ORCA calculation (the ωB97M-V functional and the def2-TZVPD basis) on 2 unconnected molecules or ions with the total composition C4H10NO.

Geometry as ORCA input:
```
! RIJCOSX wB97M-V def2-TZVPD def2/J DEFGRID3
* xyz 1 1
C 2.67 -1.10 0.28
C -1.67 0.05 -0.34
C -2.22 -1.18 0.17
C -0.94 1.66 -0.06
N 1.89 -0.50 -0.48
O 0.33 1.53 0.63
H 3.37 -1.85 -0.17
H 2.65 -1.13 1.33
H -1.95 0.30 -1.34
H -2.98 -1.69 -0.38
H -2.12 -1.72 1.08
H -0.81 2.01 -1.03
H -1.78 2.19 0.43
H 2.09 -0.44 -1.55
H 1.28 0.32 -0.18
H 0.19 1.56 1.60
*
```

Computed properties:
HOMO-LUMO gap   0.2874 Eh



iii) ORCA calculation (the ωB97M-V functional and the def2-TZVPD basis) on 2 unconnected molecules or ions with the total composition C4H10NO.

Geometry as ORCA input:
```
! RIJCOSX wB97M-V def2-TZVPD def2/J DEFGRID3
* xyz 1 1
C 1.45 0.15 -0.31
C 0.17 0.85 -0.05
C 0.13 1.94 1.09
C -0.85 -1.90 -0.96
N 0.31 -0.53 0.22
O -1.86 -2.11 -0.19
H 1.76 -0.03 -1.30
H 2.17 0.24 0.38
H -0.49 1.02 -0.86
H -0.87 2.31 1.18
H 0.67 2.70 0.72
H 0.68 1.75 1.99
H -0.93 -1.18 -1.79
H -0.20 -2.85 -0.98
H 0.29 -1.05 1.09
H -2.44 -1.30 -0.26
*
```

Computed properties:
HOMO-LUMO gap   0.3908 Eh



Most favorable structure: i). The second most favorable one is 2.093 eV above it.



i) ORCA calculation (the ωB97M-V functional and the def2-TZVPD basis) on a single C3H5ClOS molecule.

Geometry as ORCA input:
```
! RIJCOSX wB97M-V def2-TZVPD def2/J DEFGRID3
* xyz 0 1
O 1.46 -0.52 -1.09
C 0.17 -0.13 -0.63
C 0.19 1.09 0.18
S 1.49 2.05 0.33
C -0.36 -1.33 0.16
Cl -2.11 -1.43 0.39
H 2.00 0.25 -1.43
H -0.55 -0.04 -1.47
H -0.79 1.33 0.56
H 0.06 -1.44 1.16
H -0.23 -2.20 -0.41
*
```

Computed properties:
HOMO-LUMO gap   0.3187 Eh



ii) ORCA calculation (the ωB97M-V functional and the def2-TZVPD basis) on a single C3H5ClOS molecule.

Geometry as ORCA input:
```
! RIJCOSX wB97M-V def2-TZVPD def2/J DEFGRID3
* xyz 0 1
O 0.66 1.86 -0.21
C -0.15 0.93 0.38
C 0.14 -0.51 0.60
S 1.77 -1.07 -0.04
C -0.89 -0.16 -0.41
Cl -2.57 -0.57 -0.04
H 1.36 1.40 -0.69
H -0.76 1.39 1.17
H -0.20 -0.96 1.53
H 1.36 -2.06 -0.82
H -0.71 -0.26 -1.48
*
```

Computed properties:
HOMO-LUMO gap   0.3666 Eh



iii) ORCA calculation (the ωB97M-V functional and the def2-TZVPD basis) on a single C3H5ClOS molecule.

Geometry as ORCA input:
```
! RIJCOSX wB97M-V def2-TZVPD def2/J DEFGRID3
* xyz 0 1
S -2.63 -0.54 -0.10
C -1.78 0.87 -0.19
O -0.50 0.96 -0.07
C 0.14 0.01 0.83
C 1.23 -0.74 -0.15
Cl 2.86 0.04 -0.13
H -2.36 1.72 -0.42
H 0.64 0.64 1.57
H -0.70 -0.56 1.29
H 1.39 -1.81 0.15
H 0.88 -0.63 -1.13
*
```

Computed properties:
HOMO-LUMO gap   0.3388 Eh



Most favorable structure: i). The second most favorable one is 0.231 eV above it.



i) ORCA calculation (the ωB97M-V functional and the def2-TZVPD basis) on 2 unconnected molecules or ions with the total composition C2H3N2O2.

Geometry as ORCA input:
```
! RIJCOSX wB97M-V def2-TZVPD def2/J DEFGRID3
* xyz 1 1
C -2.21 0.89 0.29
C -0.94 1.49 0.07
N -2.42 -0.30 0.01
N 0.10 1.85 -0.14
O -2.53 -1.40 -0.15
O -0.11 -0.90 0.44
H -2.94 1.63 0.76
H 0.74 -0.75 1.01
H 0.27 -0.98 -0.47
*
```

Computed properties:
HOMO-LUMO gap   0.2895 Eh



ii) ORCA calculation (the ωB97M-V functional and the def2-TZVPD basis) on a gas-phase ion, C2H3N2O2 (charge +1).

Geometry as ORCA input:
```
! RIJCOSX wB97M-V def2-TZVPD def2/J DEFGRID3
* xyz 1 1
O 2.15 -1.06 -0.11
C 1.37 -0.24 0.00
N -0.08 -0.68 0.05
C -1.17 0.09 0.16
N -2.29 -0.38 -0.08
O -3.39 -0.59 -0.03
H 1.49 0.79 0.14
H -0.26 -1.66 0.09
H -1.20 1.15 0.57
*
```

Computed properties:
HOMO-LUMO gap (spin up / spin down)   0.2801 / 0.2801 Eh



Most favorable structure: ii). The second most favorable one is 1.027 eV above it.



i) ORCA calculation (the ωB97M-V functional and the def2-TZVPD basis) on a single CH2N2OS2 molecule.

Geometry as ORCA input:
```
! RIJCOSX wB97M-V def2-TZVPD def2/J DEFGRID3
* xyz 0 1
C -0.85 -0.12 0.25
N 0.46 -0.25 0.57
N -1.41 -0.85 -0.58
O 1.86 1.64 -0.80
S 1.78 -1.21 -0.22
S 1.87 0.77 0.32
H -1.35 0.75 0.87
H -2.36 -0.72 -0.40
*
```

Computed properties:
HOMO-LUMO gap   0.3319 Eh



ii) ORCA calculation (the ωB97M-V functional and the def2-TZVPD basis) on a single CH2N2OS2 molecule.

Geometry as ORCA input:
```
! RIJCOSX wB97M-V def2-TZVPD def2/J DEFGRID3
* xyz 0 1
C 0.42 0.56 0.12
N -0.84 0.39 0.51
N 1.37 -0.24 -0.48
O -3.22 0.14 0.71
S 1.17 -1.76 -1.12
S -2.00 -0.61 0.53
H 0.89 1.27 0.67
H 2.21 0.26 -0.93
*
```

Computed properties:
HOMO-LUMO gap (spin up / spin down)   0.2803 / 0.2316 Eh



Most favorable structure: i). The second most favorable one is 0.230 eV above it.



i) ORCA calculation (the ωB97M-V functional and the def2-TZVPD basis) on a single C21H20N2O4 molecule.

Geometry as ORCA input:
```
! RIJCOSX wB97M-V def2-TZVPD def2/J DEFGRID3
* xyz 0 1
C -2.59 2.60 5.09
C -1.33 2.66 4.28
C -0.70 3.87 4.02
C 0.45 3.93 3.27
C 0.99 2.76 2.72
C 2.26 2.84 1.96
O 3.20 3.51 2.33
N 2.38 2.06 0.83
C 1.42 1.43 0.06
C 0.10 1.90 -0.02
C -0.85 1.26 -0.80
C -0.46 0.15 -1.53
C 0.86 -0.30 -1.48
C 1.81 0.32 -0.71
C 0.98 -1.48 -2.38
O 1.95 -2.13 -2.65
N -0.29 -1.68 -2.88
C -0.66 -2.77 -3.75
C -1.06 -4.04 -2.97
C 0.08 -4.63 -2.11
C -0.28 -4.17 -0.70
C -1.81 -4.12 -0.78
O -2.13 -3.73 -2.09
C -1.21 -0.72 -2.46
O -2.35 -0.63 -2.84
C 0.38 1.54 2.99
C -0.77 1.49 3.76
H -2.69 1.64 5.58
H -2.60 3.39 5.84
H -3.45 2.74 4.44
H -1.12 4.78 4.43
H 0.94 4.87 3.08
H 3.33 1.98 0.50
H -0.18 2.78 0.54
H -1.86 1.63 -0.86
H 2.83 -0.03 -0.69
H 0.18 -3.00 -4.41
H -1.52 -2.44 -4.34
H -1.41 -4.77 -3.71
H 1.05 -4.28 -2.43
H 0.06 -5.72 -2.17
H 0.07 -4.85 0.07
H 0.12 -3.18 -0.50
H -2.23 -5.12 -0.58
H -2.26 -3.40 -0.09
H 0.80 0.63 2.61
H -1.23 0.54 3.97
*
```

Computed properties:
HOMO-LUMO gap   0.3148 Eh



ii) ORCA calculation (the ωB97M-V functional and the def2-TZVPD basis) on a single C21H20N2O4 molecule.

Geometry as ORCA input:
```
! RIJCOSX wB97M-V def2-TZVPD def2/J DEFGRID3
* xyz 0 1
C -0.65 -3.19 -1.24
C -0.46 -2.12 -0.21
C -1.50 -1.68 0.61
O -2.72 -2.27 0.39
C -3.87 -1.64 0.92
C -3.99 -0.19 0.43
O -4.46 0.70 1.11
N -3.55 -0.03 -0.83
C -3.28 1.27 -1.41
C -1.81 1.59 -1.30
C -1.33 2.51 -0.37
C 0.04 2.73 -0.30
C 0.87 2.02 -1.15
N 0.42 1.13 -2.02
C -0.88 0.92 -2.09
C -1.29 -0.68 1.56
C -0.04 -0.11 1.70
C 1.02 -0.52 0.89
C 2.34 0.02 0.94
C 3.30 -0.43 0.10
C 3.06 -1.49 -0.86
O 3.86 -1.96 -1.63
O 1.78 -1.99 -0.87
C 0.80 -1.54 -0.06
C 4.61 0.26 0.31
C 4.23 1.45 1.21
C 2.87 1.09 1.84
H -0.28 -2.84 -2.20
H -1.70 -3.46 -1.32
H -0.08 -4.07 -0.97
H -4.72 -2.22 0.55
H -3.89 -1.65 2.02
H -3.12 -0.82 -1.28
H -3.87 2.00 -0.85
H -3.60 1.27 -2.45
H -2.01 3.04 0.27
H 0.44 3.45 0.39
H 1.94 2.16 -1.14
H -1.19 0.19 -2.82
H -2.09 -0.33 2.18
H 0.11 0.66 2.43
H 5.06 0.57 -0.63
H 5.31 -0.42 0.81
H 4.99 1.65 1.97
H 4.12 2.35 0.60
H 2.20 1.95 1.91
H 2.99 0.68 2.85
*
```

Computed properties:
HOMO-LUMO gap   0.3132 Eh



Most favorable structure: i). The second most favorable one is 0.590 eV above it.



i) ORCA calculation (the ωB97M-V functional and the def2-TZVPD basis) on a single C6H10N2O2 molecule.

Geometry as ORCA input:
```
! RIJCOSX wB97M-V def2-TZVPD def2/J DEFGRID3
* xyz 0 1
C -3.40 -0.57 -0.14
C -1.97 -1.05 0.04
C -0.93 -0.21 -0.47
N 0.04 0.30 0.20
C 1.01 1.36 -0.20
C 2.42 1.64 0.43
N 3.23 0.70 0.51
C 2.96 -0.54 0.06
O 2.95 -0.82 -1.15
O 3.20 -1.60 1.00
H -3.44 0.27 -0.82
H -3.96 -1.35 -0.62
H -3.92 -0.26 0.78
H -1.84 -1.91 -0.57
H -1.87 -1.31 1.14
H -1.15 0.05 -1.55
H 1.06 1.64 -1.31
H 0.38 2.34 0.11
H 2.40 2.65 0.67
H 2.82 -1.35 1.88
*
```

Computed properties:
HOMO-LUMO gap   0.3708 Eh



ii) ORCA calculation (the ωB97M-V functional and the def2-TZVPD basis) on 3 unconnected molecules or ions with the total composition C6H10N2O2.

Geometry as ORCA input:
```
! RIJCOSX wB97M-V def2-TZVPD def2/J DEFGRID3
* xyz 0 1
C 2.34 1.04 -0.02
C -3.86 -4.34 -0.15
C -1.67 0.90 0.05
C -0.51 0.55 2.10
C -0.94 -1.42 0.41
C -1.14 -0.03 0.84
N 4.29 2.48 -0.59
N 3.23 1.72 -0.35
O -4.07 -4.96 -1.10
O -3.74 -3.74 0.80
H -1.80 1.95 0.36
H 4.03 3.02 -1.35
H -2.13 0.56 -0.92
H 0.39 1.05 1.66
H -0.27 -0.24 2.79
H -1.13 1.47 2.44
H -1.45 -1.63 -0.64
H 0.09 -1.62 0.44
H -1.44 -2.18 1.14
H 4.55 3.17 0.22
*
```

Computed properties:
HOMO-LUMO gap   0.3393 Eh



Most favorable structure: i). The second most favorable one is 0.545 eV above it.



i) ORCA calculation (the ωB97M-V functional and the def2-TZVPD basis) on a molecular structure, C6H10N2O2.

Geometry as ORCA input:
```
! RIJCOSX wB97M-V def2-TZVPD def2/J DEFGRID3
* xyz 0 1
C 0.65 -1.04 -2.11
C -0.53 -1.62 0.62
C 0.44 1.35 0.65
C -1.22 0.74 0.77
C -0.32 -0.13 -1.42
C -0.54 -0.25 -0.01
N 1.29 1.11 1.68
O -0.57 1.01 -2.09
N -2.01 0.85 1.71
O 0.51 2.38 -0.01
H -0.29 1.81 -1.59
H 1.30 0.22 2.16
H 2.05 1.75 1.81
H -1.85 1.59 2.40
H 0.68 -0.80 -3.17
H 0.33 -2.07 -2.03
H 1.67 -0.97 -1.69
H -0.80 -1.58 1.67
H 0.46 -2.09 0.52
H -1.25 -2.26 0.11
*
```

Computed properties:
HOMO-LUMO gap   0.2732 Eh



ii) ORCA calculation (the ωB97M-V functional and the def2-TZVPD basis) on a single C6H10N2O2 molecule.

Geometry as ORCA input:
```
! RIJCOSX wB97M-V def2-TZVPD def2/J DEFGRID3
* xyz 0 1
H 0.13 -3.05 -0.33
N 0.91 -2.51 0.01
C 0.95 -1.30 -0.19
C 1.98 -0.27 0.09
C 1.28 1.03 -0.25
N 1.59 2.23 -0.02
H 2.50 2.33 0.43
C -0.05 0.62 -0.83
O -0.69 1.56 -1.56
C -0.93 0.35 0.80
C -2.22 -0.39 0.53
O 0.03 -0.60 -1.37
H 2.86 -0.42 -0.54
H 2.29 -0.31 1.14
H -1.46 1.15 -1.97
H -1.09 1.40 1.04
H -0.39 -0.08 1.65
H -2.78 0.09 -0.28
H -2.87 -0.40 1.41
H -2.03 -1.42 0.23
*
```

Computed properties:
HOMO-LUMO gap   0.3501 Eh



Most favorable structure: ii). The second most favorable one is 1.168 eV above it.